(1)
Formula: C8H11NO2S
Source: the Open Molecules 2025 dataset
Level of theory: wB97M-V/def2-TZVPD

The calculation puts the HOMO energy at -9.2 eV. As for the LUMO energy: 0.783 eV. For the relative energy (zero: lowest compared OMol25 entry of this formula, charge and spin), the calculation gives 476.41 kJ/mol.

Geometry as ORCA input:
```
! wB97M-V def2-TZVPD RIJCOSX def2/J DEFGRID3
* xyz 0 1
C -0.3429 1.2384 1.0486
C -1.0563 0.1455 1.1333
C -2.0003 -1.7756 0.0514
C -2.7338 -2.7212 0.1532
C 0.1312 1.9057 -0.1931
C 0.0944 0.9805 -1.4504
C -1.3579 -0.5615 -0.1789
C 0.0179 -0.4835 -0.9753
N 1.1181 -0.8736 -0.1837
O 2.8150 0.9218 1.0284
O 3.3561 -1.5256 0.4722
S 2.7783 -0.3918 -0.1195
H -0.0024 1.6812 1.9295
H -1.5109 -0.2450 1.9335
H 2.6548 0.6606 1.9819
H -3.3992 -3.6018 0.0808
H -0.5298 2.7204 -0.3041
H 1.0675 2.4274 0.0549
H -0.7038 1.2626 -2.0285
H 0.8255 1.1924 -2.1547
H -2.0604 -0.0750 -0.7418
H -0.1449 -1.1487 -1.9586
H 0.9840 -1.7332 0.4210
*
```

Atomic partial charges in e from the natural (NBO) method, atoms 1 to 4: -0.137, -0.184, -0.012, -0.233

***

(2)
Formula: C23H24N7PtS
Source: the Open Molecules 2025 dataset
Level of theory: wB97M-V/def2-TZVPD

The calculation puts the HOMO energy (alpha / beta) at -16.0 / -17.0 eV. As for the LUMO energy (alpha / beta): -7.774 / -11.847 eV. As for the expectation value of S²: 6.047. For the relative energy (zero: lowest compared OMol25 entry of this formula, charge and spin), the calculation gives 3.96 kJ/mol.

Geometry as ORCA input:
```
! wB97M-V def2-TZVPD RIJCOSX def2/J DEFGRID3
* xyz 3 5
Pt -0.2261 -0.0089 0.1070
C -2.8560 5.1370 3.7028
C -2.6753 3.7887 3.1100
C -2.7881 2.6240 3.9173
C -2.5508 1.3897 3.4005
C -2.2107 1.2229 2.0259
N -1.8739 0.0158 1.5494
C -2.4054 -1.1864 1.8199
C -3.8171 -1.3392 1.9524
C -4.3745 -2.5655 2.1322
C -3.5700 -3.7368 2.1658
C -4.1938 -5.0774 2.2882
C -2.1764 -3.5981 2.0489
C -1.5827 -2.3698 1.9023
N -0.1711 -2.2987 1.9745
C 0.6166 -3.0832 2.7598
C 1.9218 -2.7900 2.4782
C 1.8642 -1.7962 1.4954
N 0.6087 -1.5030 1.1899
C -2.1545 2.3991 1.1904
C -2.3594 3.6356 1.7498
N -2.0297 2.3133 -0.2170
C -2.6686 3.1168 -1.1122
C -2.2118 2.8074 -2.3626
C -1.2785 1.7840 -2.1624
N -1.1672 1.4890 -0.8758
H -3.5419 5.1138 4.5483
H -3.1963 5.8660 2.9699
H -1.8910 5.4894 4.0877
H -3.0486 2.7325 4.9623
H -2.5912 0.5073 4.0257
H -4.4341 -0.4527 1.8840
H -5.4476 -2.6626 2.2356
H -5.1273 -5.0346 2.8476
H -3.5225 -5.8031 2.7431
H -4.4430 -5.4477 1.2860
H -1.5588 -4.4860 2.0790
H 0.1838 -3.7685 3.4682
H 2.8006 -3.2148 2.9300
H 2.6700 -1.2726 1.0091
H -2.2812 4.5189 1.1300
H -3.4132 3.8236 -0.7889
H -2.5203 3.2392 -3.2981
H -0.6996 1.2387 -2.8890
S 2.1448 -0.1159 -1.9555
C 3.4331 -0.1600 -3.1349
N 4.4542 0.6706 -3.1386
C 5.3685 0.4023 -4.2706
C 4.7352 -0.8491 -4.9182
N 3.5005 -1.0272 -4.1226
H 4.5986 1.4046 -2.4638
H 6.3732 0.2170 -3.8992
H 5.3875 1.2578 -4.9420
H 5.3637 -1.7324 -4.8301
H 4.4824 -0.6930 -5.9639
H 2.8276 -1.7579 -4.2904
*
```

Atomic partial charges in e from the natural (NBO) method, atoms 1 to 4: 0.641, -0.670, 0.170, -0.157

***

(3)
Formula: C3H4O3S
Source: the Open Molecules 2025 dataset
Level of theory: wB97M-V/def2-TZVPD

The calculation puts the HOMO energy at -8.9 eV. As for the LUMO energy: 0.054 eV. Its SMILES is O=C(O)CC(O)=S. For the relative energy (zero: lowest compared OMol25 entry of this formula, charge and spin), the calculation gives 80.82 kJ/mol.

Geometry as ORCA input:
```
! wB97M-V def2-TZVPD RIJCOSX def2/J DEFGRID3
* xyz 0 1
O 1.3327 -0.2350 -1.6804
C 0.1998 0.2369 -1.6515
O -0.3874 0.7238 -2.7476
C -0.5844 0.3362 -0.3222
C 0.0099 -0.2152 0.9455
O 1.2411 -0.6877 0.8605
S -0.8177 -0.1376 2.3672
H -1.2489 1.0948 -2.5079
H -1.5373 -0.1810 -0.4585
H -0.9062 1.3561 -0.1035
H 1.5332 -0.6247 -0.0960
*
```

Atomic partial charges in e from the natural (NBO) method, atoms 1 to 4: -0.588, 0.814, -0.633, -0.661

***

(4)
Formula: C6H10N3O
Source: the Open Molecules 2025 dataset
Level of theory: wB97M-V/def2-TZVPD

The calculation puts the HOMO energy at -12.0 eV. As for the LUMO energy: -4.395 eV. For the relative energy (zero: lowest compared OMol25 entry of this formula, charge and spin), the calculation gives 440.52 kJ/mol.

Geometry as ORCA input:
```
! wB97M-V def2-TZVPD RIJCOSX def2/J DEFGRID3
* xyz 1 1
C 1.4921 0.7503 1.4155
C 1.4974 -0.1911 0.3895
C 0.2638 1.2380 1.9296
C 0.7238 0.5106 -1.8459
C -0.9543 -0.2381 0.4803
C 0.3138 -0.6803 -0.2664
N -0.8389 0.8103 1.4587
N 0.3765 -2.0350 -0.6097
N -1.9849 0.4228 -0.5123
O 0.0707 1.5097 -1.8682
H 2.3523 1.1471 1.8560
H 2.4296 -0.6466 -0.0081
H 0.1293 1.8223 2.8198
H 1.4984 0.1294 -2.4611
H -1.5120 -1.2068 0.9129
H -0.4550 -2.3745 -1.1534
H 1.1587 -2.6017 -0.4777
H -1.5585 1.2598 -0.9103
H -2.7824 0.7442 -0.0196
H -2.2205 -0.3704 -1.1297
*
```

Atomic partial charges in e from the natural (NBO) method, atoms 1 to 4: -0.286, -0.137, 0.143, 0.466

***

(5)
Formula: C36H47BCl3HfN10O3S2Si
Source: the Open Molecules 2025 dataset
Level of theory: wB97M-V/def2-TZVPD

The calculation puts the HOMO energy (alpha / beta) at -13.0 / -13.0 eV. As for the LUMO energy (alpha / beta): -5.845 / -7.935 eV. As for the expectation value of S²: 0.753. For the relative energy (zero: lowest compared OMol25 entry of this formula, charge and spin), the calculation gives 88.96 kJ/mol.

Geometry as ORCA input:
```
! wB97M-V def2-TZVPD RIJCOSX def2/J DEFGRID3
* xyz 2 2
Hf -0.3466 0.6382 0.3509
C 3.4356 1.0169 -1.7940
C 2.4111 0.2624 -1.2374
N 1.4049 1.0663 -0.8740
N 1.7719 2.3310 -1.1712
C 2.9827 2.3220 -1.7442
B 0.7541 3.4942 -1.0149
N -0.4820 3.0341 -1.7916
C -0.9123 3.4314 -2.9948
C -1.9177 2.5755 -3.3989
C -2.0415 1.6611 -2.3638
N -1.1681 1.9353 -1.3823
N 0.3874 3.6170 0.5028
C 0.4217 4.7431 1.2290
C 0.1430 4.4265 2.5461
C -0.0628 3.0555 2.5397
N 0.0667 2.5698 1.2973
N 1.3269 4.7930 -1.4747
C 2.4552 5.3801 -0.9778
C 2.5922 6.6038 -1.5747
C 1.4873 6.6992 -2.4395
N 0.7476 5.6191 -2.3632
H 4.3652 0.6616 -2.1871
H 2.3491 -0.8047 -1.0981
H 3.4430 3.2252 -2.0905
H -0.4852 4.3042 -3.4520
H -2.4746 2.6053 -4.3107
H -2.7396 0.8502 -2.2887
H 0.6315 5.6952 0.7818
H 0.0990 5.0850 3.3887
H -0.3087 2.4208 3.3705
H 3.0461 4.8920 -0.2286
H 3.3644 7.3288 -1.4315
H 1.2199 7.5015 -3.0978
C -3.0077 1.9786 1.8725
C -3.5325 0.9356 0.9398
C -4.9125 0.7784 0.7460
C -5.3696 -0.1878 -0.1086
C -4.4501 -1.0313 -0.7606
C -4.8603 -2.0410 -1.6543
C -3.9307 -2.8317 -2.2813
C -2.5728 -2.6694 -2.0048
C -2.1294 -1.6984 -1.1214
S -0.4240 -1.6084 -0.7553
C -3.0641 -0.8255 -0.4989
N -2.6331 0.1741 0.3255
H -3.8095 2.4063 2.4711
H -2.5561 2.7954 1.3036
H -2.2742 1.5279 2.5458
H -5.6004 1.4272 1.2629
H -6.4255 -0.3165 -0.2859
H -5.9150 -2.1750 -1.8339
H -4.2360 -3.5959 -2.9789
H -1.8366 -3.3087 -2.4693
Cl -0.9340 -4.1654 2.2214
C -1.7408 -2.9553 3.2640
Cl -3.5191 -3.1650 3.2036
Cl -1.1428 -3.0371 4.9401
C -1.4257 -1.6617 2.7502
N -1.1412 -0.6387 2.3034
C 6.4521 0.3376 1.4399
C 5.7450 1.2730 2.4156
C 6.3305 1.1123 3.8132
C 5.8404 2.7250 1.9482
O 4.3366 0.9504 2.4293
Si 3.4656 -0.0949 3.2657
S 1.6885 -0.1755 1.9334
O 2.8904 0.2978 4.7099
C 2.4408 1.4321 5.4446
C 2.7117 2.7233 4.6746
C 0.9379 1.2428 5.6932
C 3.2138 1.4462 6.7670
O 4.1175 -1.5441 3.3121
C 3.9656 -2.7192 4.1198
C 4.4254 -2.4130 5.5421
C 4.8479 -3.7879 3.4805
C 2.5002 -3.1446 4.1178
H 7.5208 0.5290 1.4590
H 6.0917 0.4894 0.4265
H 6.2702 -0.6954 1.7217
H 7.3732 1.4151 3.8254
H 6.2596 0.0757 4.1293
H 5.7878 1.7271 4.5253
H 6.8803 3.0294 1.8908
H 5.3262 3.3827 2.6439
H 5.3924 2.8355 0.9642
H 2.2353 2.6856 3.6978
H 3.7798 2.8544 4.5256
H 2.3338 3.5714 5.2380
H 0.4648 0.8807 4.7801
H 0.4900 2.1824 6.0011
H 0.7700 0.5136 6.4817
H 4.2742 1.5889 6.5759
H 3.0887 0.5116 7.3092
H 2.8640 2.2592 7.3962
H 5.4879 -2.1898 5.5610
H 4.2438 -3.2706 6.1816
H 3.8845 -1.5558 5.9310
H 5.8881 -3.4786 3.5102
H 4.5620 -3.9439 2.4444
H 4.7489 -4.7232 4.0214
H 1.8994 -2.4043 4.6402
H 2.3922 -4.1054 4.6112
H 2.1362 -3.2276 3.0966
*
```

Atomic partial charges in e from the Mulliken method, atoms 1 to 4: 0.303, -1.568, -0.236, -0.313

***

Max |F|? In order: 4.68; 0.18; 1.87; 5.04; 2.19 eV/Å.